Here is a 2-piece molecular cluster, C18H30INO6S2 overall in a non-equilibrium geometry from OMol25. Energies are from ωB97M-V with the def2-TZVPD basis set.

net charge	-2
maximum force	2.3	eV Å⁻¹
frontier orbital gap	0.059	Eh
multiplicity	1

Geometry (Å):
C: 4.057 -1.063 0.900
C: 2.718 -1.803 0.793
C: 1.950 -1.436 -0.477
C: 0.723 -2.355 -0.597
C: 1.355 -3.720 -1.136
O: 1.036 -4.762 -0.501
O: 2.120 -3.665 -2.097
C: -0.207 -2.538 0.596
C: -1.317 -1.437 0.405
C: -2.615 -1.664 1.172
C: -3.560 -0.446 1.183
C: -5.010 -0.792 1.522
S: -5.823 -1.879 0.310
C: -0.632 -0.137 0.977
S: -0.674 1.200 -0.257
C: 0.768 2.273 0.082
C: 1.733 2.341 -1.114
C: -1.416 -1.568 -1.111
C: -2.616 -1.264 -1.917
C: -2.499 -0.107 -2.962
O: -2.516 1.055 -2.741
I: -2.360 -0.741 -5.102
N: -0.295 -2.027 -1.603
O: -0.162 -2.230 -2.948
H: 3.957 0.016 0.793
H: 4.800 -1.498 0.234
H: 4.435 -1.227 1.913
H: 2.146 -1.552 1.686
H: 2.927 -2.874 0.838
H: 2.585 -1.467 -1.354
H: 1.650 -0.397 -0.329
H: -0.692 -3.487 0.343
H: 0.245 -2.627 1.574
H: -3.136 -2.543 0.782
H: -2.347 -1.863 2.212
H: -3.480 0.166 0.286
H: -3.208 0.205 1.986
H: -5.577 0.136 1.545
H: -5.046 -1.198 2.531
H: -5.945 -1.016 -0.717
H: -1.151 0.233 1.859
H: 0.373 -0.361 1.317
H: 0.437 3.261 0.371
H: 1.334 1.859 0.914
H: 2.760 2.416 -0.766
H: 1.483 3.172 -1.767
H: 1.661 1.406 -1.673
H: -3.492 -1.081 -1.309
H: -2.845 -2.162 -2.510
H: -0.870 -2.834 -3.209
O: 3.214 7.100 0.398
C: 3.389 5.812 0.674
C: 2.174 5.211 1.594
O: 2.351 3.922 1.884
H: 4.313 5.548 1.244
H: 3.430 5.117 -0.201
H: 1.249 5.464 1.015
H: 2.117 5.908 2.463